This record from the Open Molecules 2025 dataset describes a cluster of 14 separate species, C28H91N7O14 in total. The level of theory is the ωB97M-V functional and the def2-TZVPD basis.

Bonds (Å) are listed after each position.
Geometry (Å):
1 C 6.955 8.147 -20.357  C2 1.516, H7 1.090, H8 1.090, H9 1.090
2 C 6.006 7.667 -21.438  C1 1.516, C3 1.551, N6 1.406, H10 1.090
3 C 5.780 8.784 -22.488  C2 1.551, O4 1.436, H11 1.090, H12 1.090
4 O 5.556 10.113 -21.993  C3 1.436, C5 1.386
5 C 4.421 10.202 -21.202  O4 1.386, H13 1.090, H14 1.090, H15 1.090
6 N 6.482 6.511 -22.081  C2 1.406, H16 1.010, H17 1.010
7 H 7.948 8.146 -20.806  C1 1.090
8 H 7.034 7.395 -19.573  C1 1.090
9 H 6.729 9.132 -19.948  C1 1.090
10 H 5.074 7.513 -20.892  C2 1.090
11 H 5.082 8.586 -23.302  C3 1.090
12 H 6.704 8.928 -23.048  C3 1.090
13 H 4.195 11.143 -20.701  C5 1.090
14 H 4.410 9.425 -20.437  C5 1.090
15 H 3.505 10.069 -21.778  C5 1.090
16 H 6.667 5.782 -21.407  N6 1.010
17 H 7.381 6.692 -22.505  N6 1.010
18 C 18.950 6.128 -20.890  C19 1.535, H24 1.090, H25 1.090, H26 1.090
19 C 18.919 4.700 -20.326  C18 1.535, C20 1.515, N23 1.467, H27 1.090
20 C 17.989 3.797 -21.110  C19 1.515, O21 1.406, H28 1.090, H29 1.090
21 O 16.661 4.227 -21.283  C20 1.406, C22 1.396
22 C 15.853 4.177 -20.146  O21 1.396, H30 1.090, H31 1.090, H32 1.090
23 N 20.288 4.186 -20.207  C19 1.467, H33 1.010, H34 1.010
24 H 19.654 6.676 -20.265  C18 1.090
25 H 18.035 6.682 -20.681  C18 1.090
26 H 19.270 6.201 -21.930  C18 1.090
27 H 18.566 4.747 -19.296  C19 1.090
28 H 18.097 2.860 -20.564  C20 1.090
29 H 18.492 3.678 -22.070  C20 1.090
30 H 14.834 4.389 -20.469  C22 1.090
31 H 16.166 5.080 -19.622  C22 1.090
32 H 16.014 3.344 -19.462  C22 1.090
33 H 20.930 4.961 -20.129  N23 1.010
34 H 20.499 3.787 -21.111  N23 1.010
35 C 4.389 -1.223 -19.814  C36 1.482, H41 1.090, H42 1.090, H43 1.090
36 C 5.068 -0.404 -18.782  C35 1.482, C37 1.539, N40 1.460, H44 1.090
37 C 4.774 -0.711 -17.303  C36 1.539, O38 1.448, H45 1.090, H46 1.090
38 O 3.374 -0.521 -16.985  C37 1.448, C39 1.432
39 C 3.033 -0.714 -15.609  O38 1.432, H47 1.090, H48 1.090, H49 1.090
40 N 6.507 -0.489 -19.017  C36 1.460, H50 1.010, H51 1.010
41 H 4.449 -0.772 -20.805  C35 1.090
42 H 3.368 -1.470 -19.523  C35 1.090
43 H 4.847 -2.211 -19.859  C35 1.090
44 H 4.813 0.614 -19.074  C36 1.090
45 H 5.400 -0.091 -16.660  C37 1.090
46 H 5.109 -1.726 -17.089  C37 1.090
47 H 2.408 -1.588 -15.423  C39 1.090
48 H 2.388 0.143 -15.414  C39 1.090
49 H 3.871 -0.601 -14.921  C39 1.090
50 H 6.578 -0.007 -19.902  N40 1.010
51 H 6.842 -1.439 -19.095  N40 1.010
52 C 13.492 1.648 -25.486  C53 1.594, H58 1.090, H59 1.090, H60 1.090
53 C 14.002 3.147 -25.299  C52 1.594, C54 1.564, N57 1.426, H61 1.090
54 C 15.538 3.093 -25.008  C53 1.564, O55 1.476, H62 1.090, H63 1.090
55 O 16.175 4.412 -25.197  C54 1.476, C56 1.409
56 C 16.053 5.360 -24.161  O55 1.409, H64 1.090, H65 1.090, H66 1.090
57 N 13.699 3.834 -26.512  C53 1.426, H67 1.010, H68 1.010
58 H 13.799 1.230 -26.444  C52 1.090
59 H 12.409 1.532 -25.501  C52 1.090
60 H 13.826 1.015 -24.663  C52 1.090
61 H 13.450 3.602 -24.477  C53 1.090
62 H 15.960 2.382 -25.718  C54 1.090
63 H 15.753 2.736 -24.000  C54 1.090
64 H 16.356 6.366 -24.449  C56 1.090
65 H 16.723 5.148 -23.327  C56 1.090
66 H 15.029 5.460 -23.803  C56 1.090
67 H 14.090 4.766 -26.494  N57 1.010
68 H 12.722 3.917 -26.269  N57 1.010
69 C 12.140 -0.456 -13.712  C70 1.562, H75 1.090, H76 1.090, H77 1.090
70 C 10.737 -0.806 -13.122  C69 1.562, C71 1.533, N74 1.423, H78 1.090
71 C 9.861 -1.261 -14.295  C70 1.533, O72 1.444, H79 1.090, H80 1.090
72 O 9.558 -0.116 -15.121  C71 1.444, C73 1.439
73 C 8.427 -0.475 -15.935  O72 1.439, H81 1.090, H82 1.090, H83 1.090
74 N 10.892 -1.718 -12.041  C70 1.423, H84 1.010, H85 1.010
75 H 12.000 0.094 -14.643  C69 1.090
76 H 12.676 -1.386 -13.900  C69 1.090
77 H 12.969 -0.008 -13.163  C69 1.090
78 H 10.290 0.100 -12.713  C70 1.090
79 H 8.893 -1.438 -13.827  C71 1.090
80 H 10.291 -2.047 -14.916  C71 1.090
81 H 8.122 0.504 -16.304  C73 1.090
82 H 7.580 -0.945 -15.435  C73 1.090
83 H 8.658 -1.130 -16.775  C73 1.090
84 H 11.442 -2.469 -12.432  N74 1.010
85 H 10.021 -2.208 -11.890  N74 1.010
86 C 11.993 4.164 -21.831  C87 1.549, H92 1.090, H93 1.090, H94 1.090
87 C 10.504 3.984 -21.444  C86 1.549, C88 1.558, N91 1.441, H95 1.090
88 C 10.414 3.357 -20.021  C87 1.558, O89 1.420, H96 1.090, H97 1.090
89 O 9.132 2.799 -19.771  C88 1.420, C90 1.426
90 C 9.136 2.020 -18.576  O89 1.426, H98 1.090, H99 1.090, H100 1.090
91 N 9.937 5.298 -21.268  C87 1.441, H101 1.010, H102 1.010
92 H 12.396 3.151 -21.850  C86 1.090
93 H 12.526 4.788 -21.114  C86 1.090
94 H 12.114 4.424 -22.882  C86 1.090
95 H 9.868 3.420 -22.127  C87 1.090
96 H 10.735 4.071 -19.262  C88 1.090
97 H 11.064 2.487 -20.110  C88 1.090
98 H 8.143 1.626 -18.360  C90 1.090
99 H 9.295 2.726 -17.761  C90 1.090
100 H 9.874 1.235 -18.409  C90 1.090
101 H 10.272 5.848 -20.490  N91 1.010
102 H 9.074 5.009 -20.830  N91 1.010
103 C 9.607 8.633 -23.859  C104 1.527, H109 1.090, H110 1.090, H111 1.090
104 C 10.017 7.334 -24.550  C103 1.527, C105 1.581, N108 1.389, H112 1.090
105 C 11.588 7.177 -24.642  C104 1.581, O106 1.392, H113 1.090, H114 1.090
106 O 12.115 8.298 -25.277  C105 1.392, C107 1.418
107 C 13.517 8.362 -25.479  O106 1.418, H115 1.090, H116 1.090, H117 1.090
108 N 9.558 6.245 -23.821  C104 1.389, H118 1.010, H119 1.010
109 H 9.861 8.564 -22.801  C103 1.090
110 H 8.542 8.822 -23.997  C103 1.090
111 H 10.012 9.500 -24.382  C103 1.090
112 H 9.556 7.358 -25.537  C104 1.090
113 H 11.962 6.222 -25.011  C105 1.090
114 H 11.993 7.173 -23.630  C105 1.090
115 H 13.901 7.455 -25.945  C107 1.090
116 H 14.241 8.659 -24.720  C107 1.090
117 H 13.524 9.132 -26.250  C107 1.090
118 H 10.047 5.430 -24.163  N108 1.010
119 H 9.778 6.217 -22.835  N108 1.010
120 O 9.806 6.211 -18.130  H121 0.957, H122 0.957
121 H 9.137 5.810 -17.575  O120 0.957
122 H 9.356 6.937 -18.562  O120 0.957
123 O 7.078 2.595 -23.264  H124 0.957, H125 0.957
124 H 7.088 3.517 -23.006  O123 0.957
125 H 6.551 2.575 -24.062  O123 0.957
126 O 9.481 1.619 -24.111  H127 0.957, H128 0.957
127 H 8.531 1.716 -24.053  O126 0.957
128 H 9.662 0.775 -23.698  O126 0.957
129 O 14.037 4.674 -17.460  H130 0.957, H131 0.957
130 H 13.733 5.106 -16.662  O129 0.957
131 H 13.258 4.612 -18.012  O129 0.957
132 O 6.847 4.097 -20.152  H133 0.957, H134 0.957
133 H 7.720 3.968 -19.781  O132 0.957
134 H 6.319 3.394 -19.774  O132 0.957
135 O 10.588 3.757 -25.347  H136 0.957, H137 0.957
136 H 10.476 2.993 -24.782  O135 0.957
137 H 9.833 3.735 -25.934  O135 0.957
138 O 6.874 0.786 -21.458  H139 0.957, H140 0.957
139 H 6.861 1.244 -22.298  O138 0.957
140 H 7.401 1.344 -20.887  O138 0.957

Computed properties:
* ⟨S²⟩: 0.7543
* multiplicity: 2
* HOMO energy (spin up / spin down): -10.9 / -10.9 eV
* calculated total energy: -2557.48895 Eh
* ΔE to the lowest compared entry with this formula, charge and spin: 0.0 kJ/mol
* frontier orbital gap (spin up / spin down): 0.3063 / 0.1270 hartree
* lowest unoccupied orbital energy (spin up / spin down): -2.526 / -7.404 eV
* total charge: +1

Löwdin atomic charge list, values in e, 2 entries: number 1, C, carries -0.050; number 2, C, carries -0.459